No. 1
68
Properties=species:S:1:pos:R:3:forces:R:3:lowdin_charge:R:1 method="wB97M-V/def2-TZVPD" total_energy_ha=-9369.8132 e_above_lowest_kcal_mol=372.5 max_force_ev_per_a=8.48
C 4.673 -1.121 1.957 1.0 -0.1 -0.4 -0.1569
C 5.434 0.329 1.631 -1.4 0.5 1.1 -0.2045
C 4.276 1.452 1.195 -0.1 -1.9 0.2 -0.2295
O 4.772 2.814 1.458 -1.8 0.2 -1.8 -0.2180
C 3.891 3.836 0.799 -1.3 -0.8 0.0 -0.1323
C 2.475 3.800 1.632 -0.2 0.3 3.7 -0.0603
C 2.497 3.807 3.149 -2.1 -0.2 -4.1 0.0770
C 1.011 3.706 3.911 -0.6 1.7 3.6 -0.1978
O 0.727 4.318 5.069 1.8 -4.0 -7.2 -0.0349
C -0.086 2.721 3.121 -2.3 -2.3 -1.7 -0.0120
C -1.135 1.724 3.895 0.3 0.3 -4.4 0.0117
C -2.121 0.780 2.990 1.5 1.5 -1.6 -0.0099
C -2.199 0.760 1.339 2.2 1.6 1.5 -0.1487
C -3.261 -0.236 0.537 -3.8 0.3 1.7 -0.5682
Br -2.704 -1.438 -1.011 -0.2 1.6 2.0 0.5324
C -4.728 -0.348 0.915 3.8 1.0 -0.3 -0.6220
C -5.397 0.492 2.155 1.0 -0.8 0.3 -0.1509
Br -5.960 -1.606 -0.086 1.5 1.6 1.3 0.5745
C -1.126 1.771 0.549 0.1 0.0 4.1 -0.4349
Br -1.033 1.836 -1.464 -0.2 -0.1 2.8 0.6242
C -0.097 2.710 1.448 -1.2 -1.2 1.3 -0.0282
C 1.049 3.717 0.759 -0.9 2.0 -3.1 -0.1804
O 0.865 4.398 -0.374 1.4 -4.4 7.0 -0.0483
H 4.088 -1.106 2.982 1.2 0.1 -2.2 0.0807
H 3.944 -1.432 1.092 1.4 0.6 1.7 0.0752
H 5.541 -1.939 2.024 -2.1 1.7 -0.1 0.0823
H 5.836 0.701 2.691 -0.5 -0.7 -2.5 0.1206
H 6.280 0.230 0.827 -1.7 0.2 1.7 0.1119
H 3.933 1.285 0.068 0.9 0.6 2.2 0.1401
H 3.323 1.156 1.851 1.9 1.0 -1.2 0.1269
H 3.616 3.518 -0.319 0.8 0.7 2.4 0.1334
H 4.378 4.911 0.792 -0.8 -2.5 0.3 0.1500
H 3.478 3.871 3.786 -2.2 0.0 -1.4 0.1384
H -1.174 1.642 5.067 0.1 0.3 -2.7 0.1087
H -2.864 0.026 3.542 1.9 1.9 -1.3 0.1038
H -4.807 1.516 2.239 -1.4 -2.1 -0.2 0.0941
H -6.560 0.619 2.101 2.4 -0.2 -0.3 0.0844
H -5.180 -0.146 3.140 -0.5 1.4 -2.1 0.0908
C -8.323 -8.077 0.882 0.0 0.3 -0.1 -0.0707
C -7.004 -8.679 1.333 -0.6 -0.1 0.3 -0.2202
O -5.935 -8.275 0.468 0.7 0.9 0.1 0.0221
C -5.468 -7.016 0.662 -0.3 0.3 0.2 -0.5484
O -5.864 -6.222 1.501 0.6 -1.1 -1.1 0.1049
O -4.495 -6.783 -0.255 -0.8 -0.4 0.8 -0.0066
C -3.983 -5.453 -0.224 0.3 0.5 0.0 -0.0578
H -8.513 -8.310 -0.171 0.0 -0.1 0.2 0.0821
H -9.150 -8.459 1.486 0.1 0.0 -0.1 0.0792
H -8.312 -6.985 0.967 0.0 -0.2 0.1 0.0745
H -7.065 -9.771 1.272 0.3 0.2 -0.2 0.1229
H -6.778 -8.427 2.376 0.1 0.1 -0.3 0.1242
H -3.652 -5.175 0.781 -0.2 0.0 -0.2 0.0990
H -4.742 -4.755 -0.588 0.1 0.0 0.2 0.0781
H -3.121 -5.406 -0.895 -0.2 -0.3 0.1 0.0935
C 2.704 4.729 -4.134 -0.1 -0.2 -0.3 -0.0642
C 4.195 4.831 -3.862 -0.5 0.6 0.0 -0.2186
O 4.842 3.571 -4.084 0.5 -0.4 -0.9 0.0196
C 5.064 3.246 -5.382 -0.3 0.3 -0.3 -0.5492
O 4.777 3.927 -6.354 0.5 -0.9 1.4 0.1077
O 5.643 2.020 -5.415 -0.4 1.0 0.2 -0.0091
C 5.842 1.513 -6.733 0.1 -0.2 -0.5 -0.0538
H 2.261 3.913 -3.553 0.1 0.2 0.1 0.0777
H 2.199 5.663 -3.876 0.1 -0.1 0.0 0.0829
H 2.506 4.511 -5.188 0.1 0.1 0.1 0.0752
H 4.354 5.088 -2.809 0.2 -0.3 -0.2 0.1164
H 4.663 5.620 -4.461 -0.1 -0.3 0.0 0.1251
H 6.392 2.225 -7.356 -0.3 -0.1 0.1 0.0970
H 4.877 1.267 -7.186 0.2 0.2 0.0 0.0994
H 6.432 0.596 -6.658 -0.1 0.2 0.3 0.0935


No. 2
65
Properties=species:S:1:pos:R:3:forces:R:3:lowdin_charge:R:1 method="wB97M-V/def2-TZVPD" total_energy_ha=-2285.1889 total_charge=-2 max_force_ev_per_a=1.00
Rb 0.303 -0.321 0.154 0.0 0.2 -0.3 0.8493
C -3.623 0.865 0.353 0.0 0.0 0.2 -0.2199
C -2.592 1.641 1.167 -0.1 0.1 -0.4 -0.2211
C -1.969 2.820 0.393 -0.2 0.2 0.2 -0.2646
N -1.131 2.385 -0.690 0.1 -0.3 -0.3 0.0269
C -1.444 2.538 -1.938 0.2 0.2 1.0 -0.2542
C -2.697 3.065 -2.394 -0.7 0.0 0.1 -0.0610
C -3.067 3.711 -3.545 0.1 0.1 0.0 -0.1532
C -2.308 4.013 -4.670 -0.1 0.4 -0.5 -0.1884
C -1.044 3.506 -4.933 -0.2 0.0 0.0 -0.1594
C -0.297 2.602 -4.216 0.5 0.0 -0.4 -0.0635
C -0.425 2.038 -2.911 0.7 -0.7 0.0 -0.2633
N 0.355 1.110 -2.438 -0.3 0.1 0.1 -0.0241
C 1.282 0.392 -3.267 0.1 0.3 -0.5 -0.2733
C 0.650 -0.857 -3.912 0.1 0.0 0.2 -0.1736
C 0.656 -2.101 -3.007 -0.1 -0.1 -0.5 -0.2728
N -0.297 -2.099 -1.933 -0.2 -0.1 0.1 -0.0419
C -1.468 -2.619 -2.108 0.8 0.0 0.0 -0.2693
C -2.001 -3.040 -3.368 -0.1 0.2 -0.6 -0.0636
C -2.938 -3.996 -3.668 0.1 -0.1 0.1 -0.1525
C -3.547 -4.912 -2.817 -0.4 -0.5 -0.3 -0.1876
C -3.453 -4.922 -1.429 -0.1 0.2 0.1 -0.1572
C -2.953 -3.959 -0.587 -0.1 -0.5 0.5 -0.0641
C -2.305 -2.714 -0.877 -0.3 0.6 0.3 -0.2595
N -2.270 -1.672 -0.115 0.1 0.0 -0.2 -0.0121
C -3.031 -1.556 1.093 -0.3 -0.2 0.3 -0.2598
C -4.094 -0.444 0.996 0.1 0.0 -0.2 -0.1896
H -3.186 0.624 -0.615 -0.1 0.0 -0.1 0.1022
H -4.507 1.498 0.196 0.1 0.0 -0.1 0.1072
H -1.776 0.971 1.439 -0.1 0.0 0.2 0.0188
H -3.052 2.027 2.086 0.1 -0.1 0.0 0.0926
H -1.308 3.351 1.097 -0.1 0.0 -0.1 0.1017
H -2.766 3.530 0.107 0.1 -0.1 0.0 0.0985
H -3.498 2.969 -1.671 0.0 0.0 0.0 0.0715
H -4.095 4.071 -3.573 0.0 -0.1 0.1 0.0863
H -2.752 4.659 -5.423 0.0 -0.1 0.0 0.0629
H -0.607 3.816 -5.884 0.0 -0.1 0.1 0.0845
H 0.610 2.302 -4.731 -0.1 0.0 0.1 0.0690
H 2.115 0.064 -2.631 0.0 0.0 -0.1 0.0966
H 1.730 1.005 -4.076 0.0 -0.2 0.3 0.0856
H 1.211 -1.111 -4.822 -0.1 0.0 0.1 0.1001
H -0.373 -0.608 -4.200 0.0 0.0 -0.1 0.1059
H 1.651 -2.164 -2.546 0.0 -0.1 -0.1 0.1008
H 0.525 -2.991 -3.652 0.1 0.1 0.1 0.1022
H -1.600 -2.502 -4.219 0.0 0.0 0.0 0.0808
H -3.180 -4.103 -4.726 0.1 0.0 0.1 0.0868
H -4.148 -5.692 -3.278 0.0 0.0 0.0 0.0621
H -3.910 -5.780 -0.933 0.1 0.1 0.0 0.0853
H -3.057 -4.173 0.474 0.0 0.0 -0.1 0.0810
H -2.334 -1.306 1.906 -0.1 -0.1 0.0 0.1050
H -3.568 -2.477 1.394 0.2 0.2 0.0 0.0943
H -4.483 -0.256 2.004 -0.1 0.0 0.0 0.1023
H -4.918 -0.823 0.384 -0.1 -0.1 0.1 0.1036
Cl -1.652 1.648 4.865 -0.4 0.0 0.1 0.4930
C 0.082 1.740 4.522 0.2 0.0 -0.3 -0.9744
Cl 0.533 0.815 3.078 0.1 0.4 0.9 0.5837
H 0.595 1.328 5.388 0.1 0.0 -0.3 0.0281
H 0.312 2.794 4.374 0.1 -0.2 0.0 0.0225
C 1.788 -3.506 3.026 0.3 0.5 0.0 -0.0363
C 2.271 -2.018 3.009 -0.1 -0.8 0.3 -0.8232
O 2.808 -1.583 4.038 0.2 0.1 0.6 -0.0869
O 2.047 -1.391 1.955 -0.1 0.2 -0.8 -0.2818
H 2.282 -4.061 3.822 0.0 0.0 0.1 0.0480
H 1.991 -3.965 2.061 -0.1 -0.1 -0.1 0.0553
H 0.712 -3.519 3.194 -0.1 0.0 0.0 0.0577


No. 3
71
Properties=species:S:1:pos:R:3:forces:R:3:lowdin_charge:R:1 method="wB97M-V/def2-TZVPD" total_energy_ha=-3438.3311 total_charge=-1 e_above_lowest_kcal_mol=85.4 max_force_ev_per_a=3.09
Cs 0.063 1.506 1.244 -0.3 -1.2 -2.5 1.7347
C 0.636 3.775 -1.538 0.0 0.0 0.2 -0.0527
C -0.701 3.415 -0.962 -1.1 -0.2 -0.5 -0.4275
N -1.341 2.487 -1.588 2.0 -1.2 -1.6 0.0338
N -2.608 2.209 -1.404 -2.5 1.6 0.9 -0.1148
C -3.298 1.153 -1.608 1.2 0.6 0.0 -1.1911
S -2.810 -0.394 -2.101 0.1 -0.8 -0.3 0.4032
S -5.072 1.355 -1.395 -0.2 -0.1 0.2 0.8225
C -5.228 2.635 -0.091 0.2 -0.2 -0.5 -0.4234
C -5.525 4.022 -0.575 -0.1 0.0 0.1 -0.2760
C -6.775 4.591 -0.349 0.1 0.0 0.0 -0.0624
C -7.036 5.902 -0.725 -0.1 0.0 0.1 -0.1128
C -6.049 6.660 -1.334 -0.1 0.1 0.0 -0.1176
C -4.807 6.093 -1.586 -0.1 0.0 0.1 -0.0807
C -4.549 4.786 -1.210 0.0 0.1 -0.1 -0.0273
C -1.240 4.148 0.184 -0.4 0.1 0.3 -0.1906
C -1.061 5.528 0.313 0.0 -0.1 0.1 -0.0569
C -1.659 6.248 1.327 0.1 0.3 0.0 -0.1292
C -2.463 5.585 2.256 0.0 0.0 0.0 -0.1134
C -2.646 4.227 2.173 0.1 0.1 0.0 -0.0310
C -2.046 3.447 1.147 -0.6 0.4 -0.2 -0.5326
O -2.204 2.182 1.109 -2.5 0.7 0.6 -0.4729
H 0.873 3.093 -2.352 0.0 0.0 0.0 0.0612
H 0.597 4.793 -1.931 0.2 0.0 0.0 0.0706
H 1.417 3.723 -0.777 0.1 0.1 0.0 0.0749
H -6.029 2.275 0.557 0.0 0.1 0.1 0.0614
H -4.278 2.590 0.439 0.0 0.0 0.1 0.0477
H -7.546 4.002 0.134 0.0 0.0 0.0 0.1003
H -8.010 6.331 -0.522 0.0 0.0 0.0 0.0891
H -6.246 7.690 -1.606 0.0 0.0 0.0 0.0884
H -4.028 6.677 -2.059 0.0 0.0 0.0 0.0982
H -3.584 4.341 -1.397 0.1 -0.1 0.0 0.0951
H -0.474 6.059 -0.428 0.1 0.0 0.0 0.1007
H -1.513 7.319 1.396 0.0 0.0 0.0 0.0826
H -2.955 6.146 3.042 0.0 0.0 0.0 0.0911
H -3.274 3.698 2.881 0.0 0.0 0.0 0.1030
I 0.433 -3.811 -2.207 0.0 0.0 0.1 0.6930
C 1.748 -2.326 -1.413 -0.1 0.4 -0.3 -1.1466
I 1.084 -0.324 -1.776 0.0 -0.4 -0.1 0.8110
H 2.707 -2.461 -1.895 0.0 -0.1 0.0 -0.0470
H 1.806 -2.506 -0.352 0.1 0.1 -0.1 -0.0877
Cl 3.444 1.120 5.290 0.2 -0.2 0.6 0.5361
C 3.526 1.956 3.739 -0.2 0.1 -0.5 -0.5168
C 2.281 1.702 2.861 0.9 0.2 0.2 -0.8879
O 2.431 1.986 1.656 2.7 0.7 0.4 -0.3154
O 1.241 1.281 3.393 0.7 -0.5 2.3 -0.3340
H 4.414 1.629 3.207 0.0 0.0 0.0 0.0672
H 3.591 3.024 3.935 0.0 0.0 0.0 0.0741
O 1.128 -3.267 1.526 -0.2 -1.1 0.7 -0.0050
O 0.580 -4.170 2.121 1.1 0.6 -0.4 0.0157
C -3.700 -1.770 2.332 -0.4 0.5 -0.2 -0.0538
C -2.963 -0.538 1.758 -0.3 0.3 -0.1 -0.1426
N -1.587 -0.876 1.462 -0.1 -0.6 0.1 -0.2328
C -0.847 -1.139 2.683 -0.1 -0.2 0.1 -0.1970
C -1.605 -2.193 3.524 0.5 0.2 0.1 -0.0466
N -2.661 -2.788 2.645 -0.1 -0.5 0.3 -0.0859
C -2.063 -3.281 1.370 0.3 -0.1 -0.4 -0.0646
C -1.526 -2.049 0.613 0.0 -0.1 -0.1 -0.2012
H -4.387 -2.201 1.603 0.1 -0.1 0.0 0.1375
H -4.251 -1.530 3.242 0.1 -0.1 0.0 0.1310
H -2.974 0.295 2.459 0.0 0.0 -0.1 0.1240
H -3.449 -0.195 0.844 0.0 0.0 0.0 0.1027
H -0.692 -0.219 3.244 0.0 -0.1 0.2 0.0880
H 0.139 -1.526 2.407 -0.2 0.3 0.2 0.1058
H -2.093 -1.762 4.400 -0.1 -0.1 -0.1 0.1369
H -0.926 -2.986 3.839 -0.2 -0.1 0.1 0.1210
H -3.082 -3.575 3.132 0.0 0.1 0.0 0.1842
H -2.816 -3.834 0.808 -0.1 0.1 0.1 0.1400
H -1.243 -3.950 1.626 -0.6 -0.1 0.0 0.0847
H -2.077 -1.860 -0.313 0.0 0.1 0.0 0.0169
H -0.480 -2.235 0.374 -0.1 0.1 -0.3 0.0494